(1)
The following is a quantum chemistry calculation of a cluster of 2 separate species, C5H10ClNO4 in total at a distorted geometry, from OMol25.

Geometry as XYZ:
```
21
Properties=species:S:1:pos:R:3:forces:R:3:mulliken_charge:R:1
C -2.125942 0.607750 0.318789 0.74 -1.75 -1.25 -1.3810
C 0.087312 -1.466058 -1.491360 -0.67 -2.41 -0.57 -1.2713
C -0.804451 0.044731 1.073541 -2.91 1.51 -1.03 0.5873
C 0.647150 -0.114035 -1.170103 0.80 -0.17 0.25 0.7087
C 0.279294 0.422497 0.180838 2.88 -2.79 0.63 -0.8906
N 1.163673 1.448527 0.661426 0.05 0.99 3.49 1.3410
O 1.470505 1.396450 1.872415 0.05 0.37 -2.18 -0.6181
O 1.380351 2.368705 -0.061681 0.25 0.70 -1.01 -0.5692
O -0.826986 0.553325 2.366583 1.65 -0.35 -0.50 -0.5470
O 2.013269 -0.008125 -1.476411 -0.34 0.55 -0.07 -0.5092
Cl 2.341796 -1.274655 1.147749 -0.93 0.17 -0.35 -0.4174
H -2.968872 0.292764 0.860781 -0.89 0.15 1.56 0.4403
H -2.439945 0.161628 -0.657013 1.28 0.05 0.34 0.3282
H -2.058061 1.648743 0.165368 -0.06 1.25 0.25 0.4079
H -0.044202 -2.100652 -0.568146 -0.41 0.69 -0.94 0.2750
H -0.811528 -1.352589 -2.183759 0.83 -0.54 1.35 0.2851
H 0.826135 -2.084219 -2.077576 -0.53 1.07 0.48 0.3835
H -0.895022 -1.011509 1.116312 0.11 -1.26 -0.47 0.2259
H 0.025789 0.516112 -1.801410 0.47 0.99 -0.62 0.3943
H 0.155266 0.481030 2.563947 -1.20 0.44 0.74 0.4634
H 2.584469 -0.530422 -0.840291 -1.16 0.33 -0.11 0.3632
```
Positions in Å, forces in eV/Å.

Output
Energy above the lowest of the compared OMol25 structures with the same formula, charge and spin: 7.704 eV
HOMO level (alpha / beta): -9.75 / -9.76 eV
Calculated total energy: -27543.1236 eV
HOMO-LUMO gap (alpha / beta): 6.57 / 6.58 eV
M: 183.59 g mol⁻¹
LUMO energy (alpha / beta): -3.2 / -3.2 eV

(2)
The following is a quantum chemistry calculation of the molecule C5H10ClOPS at a distorted geometry, from OMol25.

Geometry as XYZ:
```
19
Properties=species:S:1:pos:R:3:forces:R:3:mulliken_charge:R:1
C -0.763967 -3.250160 0.297755 4.32 2.52 0.24 -0.9605
S -0.832477 -1.385510 0.205514 -3.39 -1.47 1.74 -0.0071
C 0.315365 -0.846547 -0.806534 2.75 3.35 -0.85 -0.1153
C 1.184286 -1.352758 -1.667518 0.69 2.20 0.07 -0.1118
Cl 1.177847 -2.893964 -2.312884 0.06 -1.59 -0.56 -0.1818
P 0.636780 1.208921 -0.599466 -1.27 -2.98 0.05 0.8278
C 0.706560 1.663992 1.173727 -2.40 -1.28 -0.88 -1.0033
C -0.894083 1.947311 -1.273235 0.31 -0.09 0.62 -1.0678
O 1.849775 1.597612 -1.322429 0.61 0.27 -0.64 -0.7233
H -1.330115 -3.516306 1.126609 -1.08 -0.49 1.37 0.3651
H 0.369108 -3.290750 0.553280 -1.96 -0.85 -0.35 0.2816
H -0.960750 -3.774417 -0.587589 -0.47 -0.49 -1.16 0.3143
H 1.973936 -0.671055 -2.035472 -0.53 -0.57 -0.01 0.3421
H -0.359706 1.971395 1.356629 1.03 0.25 0.20 0.3332
H 0.750564 0.690135 1.733637 0.95 1.28 -0.09 0.3318
H 1.413849 2.501637 1.208033 -0.02 -0.65 0.68 0.3346
H -0.742966 2.894455 -0.782953 0.02 1.21 -0.59 0.3757
H -0.831177 1.976073 -2.368378 -0.13 0.17 0.44 0.2980
H -1.889993 1.695745 -0.878554 0.51 -0.78 -0.27 0.3667
```
Positions in Å, forces in eV/Å.

Output
Energy above the lowest of the compared OMol25 structures with the same formula, charge and spin: 0.380 eV
HOMO level: -8.08 eV
Calculated total energy: -40040.1567 eV
HOMO-LUMO gap: 8.63 eV
M: 184.63 g mol⁻¹
LUMO energy: 0.5 eV

(3)
The following is a quantum chemistry calculation of a structure of composition C5H10CoMgO3 at a distorted geometry, from OMol25.

Geometry as XYZ:
```
20
Properties=species:S:1:pos:R:3:forces:R:3:lowdin_spin:R:1
O -0.118620 -1.462707 -1.093591 -0.71 0.25 1.47 0.1960
C -0.916620 -0.492028 -1.698716 0.33 0.42 -0.61 0.0135
C -1.858697 0.225264 -0.739483 -0.77 -0.17 -0.73 0.0023
O -1.107518 0.450747 0.455046 0.28 -0.24 0.33 0.0486
C -1.291856 1.636388 1.198652 -0.16 0.41 -0.01 0.0297
Co -0.034833 -1.134637 0.810591 0.95 -1.19 -1.33 2.6812
H -1.517250 -0.894914 -2.533176 0.23 0.08 0.20 0.0047
H -0.228994 0.277846 -2.099653 -0.30 -0.03 -0.23 0.0051
H -2.742700 -0.379938 -0.487141 0.27 0.05 0.04 0.0000
H -2.222800 1.175784 -1.154940 0.26 -0.17 0.11 -0.0001
H -0.998334 1.388305 2.225333 -0.48 0.38 -0.12 0.0018
H -0.619586 2.417666 0.816646 -0.16 -0.03 0.03 0.0428
H -2.330484 1.970873 1.059740 0.34 -0.03 0.57 0.0018
C 1.978110 -1.772848 1.009415 -0.36 -0.09 -1.50 0.0358
C 2.324144 -0.808729 0.001633 1.04 -0.12 2.91 0.0244
O 2.397820 0.396642 0.450772 -0.15 1.34 -1.33 0.1914
Mg 2.270254 2.364750 0.046605 0.26 -0.97 0.12 0.7018
H 2.252866 -1.512288 2.040481 -0.04 -0.08 -0.50 0.0099
H 2.005830 -2.818430 0.680310 0.08 0.30 0.40 0.0079
H 2.759266 -1.027742 -0.988525 -0.92 -0.12 0.19 0.0014
```
Positions in Å, forces in eV/Å.

Output
HOMO level (alpha / beta): -11.31 / -12.76 eV
Calculated total energy: -54552.0887 eV
HOMO-LUMO gap (alpha / beta): 7.58 / 7.64 eV
⟨S²⟩: 6.013
M: 201.37 g mol⁻¹
Multiplicity: 5
Total charge: +1
LUMO energy (alpha / beta): -3.7 / -5.1 eV

(4)
The following is a quantum chemistry calculation of a structure of composition C5H10CrO3 at a distorted geometry, from OMol25.

Geometry as XYZ:
```
19
Properties=species:S:1:pos:R:3:forces:R:3:lowdin_spin:R:1
O -1.639994 2.330934 -0.807545 1.44 -1.97 0.97 -0.1815
C -2.448345 -1.315105 0.052937 0.22 -0.28 -0.20 0.0344
C -1.211801 -1.743896 0.329614 -1.04 1.14 1.47 0.0672
O -0.172049 -1.419719 -0.480786 0.87 -0.24 -0.54 0.0570
C 1.150041 -1.630986 0.024387 0.11 -0.33 -0.25 0.0070
C 1.958550 -0.390159 -0.267875 0.24 0.06 -0.14 0.0165
O 1.249904 0.732571 0.263603 0.88 -0.39 0.32 0.0968
C 2.066771 1.879024 0.506017 0.17 0.35 0.02 0.0228
Cr -0.693224 0.953705 -0.231797 -2.47 2.11 -1.37 3.8458
H -2.742324 -1.055778 -0.966756 0.12 0.28 0.43 0.0102
H -3.148641 -1.170524 0.874629 -0.03 -0.63 -0.39 0.0008
H -0.931653 -2.056342 1.340493 -0.01 -0.02 -0.30 0.0037
H 1.571996 -2.493092 -0.504685 0.11 0.12 0.20 0.0005
H 1.164970 -1.824281 1.106183 -0.32 0.02 -0.23 0.0006
H 2.111325 -0.254084 -1.348435 -0.06 0.03 0.21 0.0043
H 2.935743 -0.470277 0.227467 -0.14 0.00 -0.11 0.0009
H 1.401877 2.690975 0.819055 0.16 -0.25 -0.11 0.0104
H 2.788003 1.648361 1.300591 -0.12 0.05 -0.16 0.0010
H 2.592811 2.170784 -0.412832 -0.13 -0.05 0.19 0.0017
```
Positions in Å, forces in eV/Å.

Output
Energy above the lowest of the compared OMol25 structures with the same formula, charge and spin: 2.276 eV
HOMO level (alpha / beta): -6.14 / -7.85 eV
Calculated total energy: -39906.3820 eV
HOMO-LUMO gap (alpha / beta): 6.46 / 8.02 eV
⟨S²⟩: 6.147
M: 170.13 g mol⁻¹
Multiplicity: 5
LUMO energy (alpha / beta): 0.3 / 0.2 eV

(5)
The following is a quantum chemistry calculation of a structure of composition C5H10DyO3 at a distorted geometry, from OMol25.

Geometry as XYZ:
```
19
Properties=species:S:1:pos:R:3:forces:R:3:lowdin_spin:R:1
O -2.439435 -1.149534 1.027986 -9.45 6.24 2.54 0.0497
C -2.777612 0.089590 1.339586 0.23 -3.54 -2.85 0.0302
C -1.892147 1.187884 0.874985 1.98 0.89 2.23 0.0134
O -0.585909 0.717686 0.550957 -0.17 -1.07 0.89 0.0411
C 0.184300 1.240870 -0.519736 0.07 0.65 -1.13 0.0049
C 1.438153 0.400503 -0.573069 0.49 0.45 -0.08 0.0050
O 1.054507 -0.979160 -0.484449 0.26 0.77 -0.51 0.0367
C 2.108888 -1.887939 -0.805343 0.79 -0.37 -0.37 0.0094
Dy -0.623067 -1.517838 0.861781 8.37 -4.98 0.17 5.7980
H -3.796574 0.327079 1.666173 0.21 -0.19 0.47 0.0013
H -2.266933 1.518044 -0.115071 -0.79 1.18 1.06 0.0012
H 0.433541 2.296826 -0.348949 -0.07 -0.24 -0.06 0.0002
H -0.404204 1.131528 -1.443383 0.22 0.16 0.10 0.0010
H 2.109801 0.630865 0.267464 -0.11 -0.02 -0.23 0.0010
H 1.968323 0.573639 -1.519046 -0.12 0.05 0.22 0.0000
H 1.761934 -2.896616 -0.558907 0.13 0.11 -0.07 0.0046
H 2.324961 -1.826364 -1.879806 -0.04 -0.09 0.29 0.0003
H 3.007983 -1.638326 -0.225255 -0.24 -0.15 -0.13 0.0003
H -1.606510 1.781263 1.884082 -1.76 0.15 -2.55 0.0018
```
Positions in Å, forces in eV/Å.

Output
Energy above the lowest of the compared OMol25 structures with the same formula, charge and spin: 0.000 eV
HOMO level (alpha / beta): -16.33 / -16.98 eV
Calculated total energy: -35553.5772 eV
HOMO-LUMO gap (alpha / beta): 6.55 / 7.15 eV
⟨S²⟩: 12.027
M: 280.63 g mol⁻¹
Multiplicity: 7
Total charge: +2
LUMO energy (alpha / beta): -9.8 / -9.8 eV